Arrangement 1

The following is a quantum chemistry calculation of an isolated molecule of C4H5NO2, from OMol25.

Properties
- frontier orbital gap (alpha / beta) (eV) = 7.2652 / 7.5302
- LUMO (alpha / beta) (eV) = -0.33 / -0.28
- E_HOMO (alpha / beta) (eV) = -7.60 / -7.81

ORCA input file:
```
! wB97M-V def2-TZVPD RIJCOSX def2/J DEFGRID3
* xyz 0 1
O 0.48 -0.67 -2.32
C -0.60 -0.66 -1.76
C -0.81 -0.12 -0.42
O -2.08 0.03 0.03
N 0.15 0.17 0.40
C 0.48 0.53 1.64
C 1.57 0.20 0.69
H -1.52 -1.05 -2.23
H -2.06 -0.11 1.00
H 0.18 1.48 2.07
H 2.13 0.95 0.12
H 2.07 -0.76 0.78
*
```


Arrangement 2

The following is a quantum chemistry calculation of an isolated molecule of C4H5NO2, from OMol25.

Properties
- frontier orbital gap (eV) = 9.3066
- SMILES = Cc1coc(=O)[nH]1
- LUMO (eV) = 0.71
- E_HOMO (eV) = -8.59

ORCA input file:
```
! wB97M-V def2-TZVPD RIJCOSX def2/J DEFGRID3
* xyz 0 1
C -0.28 1.37 -1.07
C 0.01 0.15 -0.25
C 1.06 -0.67 -0.32
O 0.94 -1.70 0.58
C -0.05 -1.34 1.44
O -0.14 -1.80 2.55
N -0.77 -0.32 0.81
H -0.68 1.08 -2.05
H -0.99 2.05 -0.59
H 0.65 1.91 -1.25
H 2.03 -0.59 -0.78
H -1.76 -0.16 0.94
*
```


Stability, lowest: arrangement 1


Arrangement 1

The following is a quantum chemistry calculation of an isolated molecule of C4H5NO2, from OMol25.

Properties
- frontier orbital gap (eV) = 10.8679
- SMILES = O=C[C@H]1CN1C=O
- LUMO (eV) = 0.73
- E_HOMO (eV) = -10.13

ORCA input file:
```
! wB97M-V def2-TZVPD RIJCOSX def2/J DEFGRID3
* xyz 0 1
O -1.70 1.41 1.46
C -0.78 0.98 0.80
C -0.71 -0.46 0.38
C -0.49 -0.61 -1.09
N 0.55 -0.98 -0.17
C 1.65 -0.13 0.08
O 2.04 0.77 -0.62
H 0.02 1.63 0.40
H -1.31 -1.14 0.96
H -0.35 0.30 -1.68
H -0.99 -1.43 -1.59
H 2.09 -0.38 1.05
*
```


Arrangement 2

The following is a quantum chemistry calculation of an isolated molecule of C4H5NO2, from OMol25.

Properties
- frontier orbital gap (eV) = 10.1559
- SMILES = C1=COC=NOC1
- LUMO (eV) = 0.87
- E_HOMO (eV) = -9.29

ORCA input file:
```
! wB97M-V def2-TZVPD RIJCOSX def2/J DEFGRID3
* xyz 0 1
C -0.63 -1.15 0.17
C 1.74 0.46 0.05
C -0.56 1.27 -0.26
C -1.28 0.21 -0.08
H -1.28 -1.89 -0.19
H -0.53 -1.48 1.27
H 2.73 0.78 0.42
H -1.03 2.16 -0.50
H -2.29 0.36 -0.01
N 1.76 -0.85 -0.10
O 0.50 -1.30 -0.63
O 0.87 1.42 -0.15
*
```


Arrangement 3

The following is a quantum chemistry calculation of an isolated molecule of C4H5NO2, from OMol25.

Properties
- frontier orbital gap (eV) = 10.5853
- SMILES = O=C1NC[C@H]2O[C@@H]12
- LUMO (eV) = 0.89
- E_HOMO (eV) = -9.69

ORCA input file:
```
! wB97M-V def2-TZVPD RIJCOSX def2/J DEFGRID3
* xyz 0 1
O -2.45 -0.51 -0.09
C -1.23 -0.27 0.06
N -0.67 0.16 -1.05
C 0.81 0.34 -0.92
C 1.04 0.04 0.57
O 0.35 0.92 1.45
C -0.23 -0.36 1.19
H -1.78 0.04 -1.44
H 1.13 1.36 -1.17
H 1.37 -0.37 -1.54
H 2.02 -0.32 0.93
H -0.36 -1.03 2.02
*
```


Stability, lowest: arrangement 2


Arrangement 1

The following is a quantum chemistry calculation of a cluster of 2 separate species, C4H9N in total, from OMol25.

Properties
- frontier orbital gap (alpha / beta) (eV) = 2.2088 / 8.0966
- LUMO (alpha / beta) (eV) = 3.84 / 4.09
- E_HOMO (alpha / beta) (eV) = 1.63 / -4.01

ORCA input file:
```
! wB97M-V def2-TZVPD RIJCOSX def2/J DEFGRID3
* xyz -1 2
C 1.66 1.22 0.19
C 2.66 1.11 1.13
H 1.67 0.73 -0.78
H 0.76 1.79 0.36
H 3.50 0.41 1.12
H 2.76 1.85 1.91
C -1.47 -0.11 -1.42
C -1.99 -1.04 -0.62
N -1.50 -1.21 0.73
H -0.77 0.58 -0.97
H -1.67 0.00 -2.47
H -2.86 -1.62 -0.91
H -0.66 -1.77 0.59
H -2.09 -1.93 1.16
*
```


Arrangement 2

The following is a quantum chemistry calculation of a cluster of 2 separate species, C4H9N in total, from OMol25.

Properties
- frontier orbital gap (alpha / beta) (eV) = 3.0435 / 8.4073
- LUMO (alpha / beta) (eV) = 4.33 / 4.13
- E_HOMO (alpha / beta) (eV) = 1.28 / -4.27

ORCA input file:
```
! wB97M-V def2-TZVPD RIJCOSX def2/J DEFGRID3
* xyz -1 2
C -1.31 1.39 -1.31
C -1.31 1.63 -0.01
H -1.70 2.11 -2.08
H -0.74 0.48 -1.73
H -2.14 2.24 0.35
H -0.34 1.27 0.46
C 1.33 -0.08 1.23
C 1.15 -0.97 0.25
N 0.12 -1.84 -0.01
H 1.01 -0.22 2.25
H 1.93 0.83 0.98
H 1.80 -1.03 -0.66
H 0.39 -2.62 0.53
H -0.20 -1.99 -0.93
*
```


Arrangement 3

The following is a quantum chemistry calculation of a cluster of 2 separate species, C4H9N in total, from OMol25.

Properties
- frontier orbital gap (alpha / beta) (eV) = 2.5452 / 7.6339
- LUMO (alpha / beta) (eV) = 3.95 / 3.86
- E_HOMO (alpha / beta) (eV) = 1.41 / -3.77

ORCA input file:
```
! wB97M-V def2-TZVPD RIJCOSX def2/J DEFGRID3
* xyz -1 2
C -3.10 1.94 1.10
C -3.50 0.87 0.41
H -3.76 2.80 1.03
H -2.24 1.90 1.75
H -4.33 1.01 -0.27
H -2.83 0.02 0.30
C 1.60 -1.87 -0.45
C 2.68 -1.13 -0.10
N 3.06 0.06 -0.79
H 1.43 -2.13 -1.49
H 1.03 -2.30 0.38
H 3.32 -1.36 0.75
H 4.06 0.11 -0.95
H 2.58 0.08 -1.68
*
```


Stability, lowest: arrangement 2